Entry w
ORCA calculation (wB97M-V/def2-TZVPD) on a 3-piece molecular cluster, C2H10N2O3 overall.

Last column: natural (NBO) charge in e.
Cartesian coordinates (Å):
N 1.634 -2.415 -0.950  -0.82
C 1.625 -0.980 -1.200  -0.32
C 0.767 -0.133 -0.139  0.67
N 1.496 1.021 0.229  -0.83
O -0.400 -0.377 0.165  -0.62
H 1.459 -2.655 -0.025  0.36
H 0.792 -2.833 -1.435  0.36
H 2.757 -0.614 -1.199  0.18
H 1.286 -0.606 -2.258  0.24
H 2.462 0.950 0.198  0.39
H 1.100 1.480 1.048  0.39
O -2.540 0.445 2.668  -1.00
H -2.657 0.286 3.545  0.48
H -1.945 -0.007 2.054  0.51
O -2.787 2.209 -1.237  -0.92
H -1.916 2.249 -1.035  0.45
H -3.134 1.978 -0.427  0.46

As for the total charge: 0. For the HOMO-LUMO gap, the calculation gives 10.36 eV. Its structure (SMILES) is NCC(N)=O.O.O.

---

Entry x
ORCA calculation (wB97M-V/def2-TZVPD) on a 3-piece molecular cluster, C2H10N2O3 overall.

Last column: natural (NBO) charge in e.
Cartesian coordinates (Å):
C -0.947 -1.000 -2.148  -0.15
N 0.228 -1.368 -1.904  -0.10
O 0.530 -1.596 -0.564  -0.59
H -1.715 -0.841 -1.396  0.17
H -1.189 -0.841 -3.183  0.20
H 1.480 -1.772 -0.556  0.49
C -0.453 -0.442 2.707  -0.24
O -0.765 0.060 1.433  -0.76
H 0.630 -0.479 2.872  0.16
H -0.868 -1.444 2.859  0.16
H -0.897 0.238 3.433  0.18
H -0.402 -0.545 0.764  0.49
N 0.575 1.589 -0.872  -0.55
O 1.475 2.705 -0.871  -0.60
H 0.242 1.492 0.088  0.36
H -0.225 1.885 -1.431  0.33
H 2.301 2.360 -1.231  0.46

As for the total charge: 0. For the HOMO-LUMO gap, the calculation gives 10.33 eV. Its structure (SMILES) is C=NO.CO.NO.

---

Least stable structure: entry x

---

Entry w
ORCA calculation (wB97M-V/def2-TZVPD) on a 2-piece molecular cluster, C4H10NO overall.

Last column: natural (NBO) charge in e.
Cartesian coordinates (Å):
C 0.960 0.533 0.203  -0.09
C -0.046 -0.547 0.216  0.48
C 2.144 0.529 -0.718  -0.65
C -3.519 0.359 -0.042  -0.48
N 0.956 -0.490 1.294  -0.58
O 0.027 -1.674 -0.533  -0.63
H 0.630 1.511 0.538  0.26
H 2.987 1.040 -0.257  0.26
H 1.893 1.063 -1.634  0.26
H 2.435 -0.486 -0.983  0.23
H -4.005 -0.304 0.646  0.18
H -3.232 1.341 0.274  0.17
H -3.383 0.064 -1.063  0.17
H 1.701 -1.191 1.279  0.45
H 0.663 -0.238 2.235  0.46
H -0.211 -1.511 -1.455  0.52

As for the total charge: +1. For the HOMO-LUMO gap (alpha / beta), the calculation gives 6.43 / 10.96 eV.

---

Entry x
ORCA calculation (wB97M-V/def2-TZVPD) on a 2-piece molecular cluster, C4H10NO overall.

Last column: natural (NBO) charge in e.
Cartesian coordinates (Å):
C 1.018 1.214 2.009  -0.66
C 0.317 0.365 1.017  -0.06
C 0.771 0.179 -0.220  -0.12
N 0.152 -0.667 -1.156  -0.39
C 0.685 -1.051 -2.250  0.08
H 0.394 2.070 2.234  0.25
H 1.209 0.648 2.899  0.25
H 2.006 1.508 1.662  0.23
H -0.646 -0.091 1.231  0.23
H 1.772 0.509 -0.454  0.22
H -0.803 -0.967 -0.905  0.48
H 0.121 -1.785 -2.811  0.23
H 1.693 -0.754 -2.489  0.23
H -2.889 0.375 -0.210  0.50
H -3.301 -1.049 -0.272  0.50
O -2.500 -0.504 -0.284  -0.97

As for the total charge: +1. For the HOMO-LUMO gap, the calculation gives 9.35 eV.

---

Entry y
ORCA calculation (wB97M-V/def2-TZVPD) on an isolated ion of composition C4H10NO and charge +1.

Last column: natural (NBO) charge in e.
Cartesian coordinates (Å):
C -1.795 0.538 0.061  -0.41
N -0.515 0.682 -0.641  -0.51
C 0.644 -0.064 -0.062  0.33
C 0.448 -1.546 -0.147  -0.65
C 1.581 0.553 0.819  -0.11
O 1.991 0.456 -0.516  -0.45
H -2.432 1.325 -0.099  0.24
H -2.238 -0.372 -0.208  0.23
H -1.509 0.495 1.077  0.23
H -0.232 1.723 -0.574  0.46
H -0.741 0.544 -1.647  0.46
H 1.325 -2.118 0.139  0.27
H 0.319 -1.760 -1.169  0.23
H -0.511 -1.852 0.503  0.24
H 1.427 1.562 1.064  0.20
H 2.239 -0.166 1.398  0.24

As for the total charge: +1. For the HOMO-LUMO gap, the calculation gives 11.74 eV. Its structure (SMILES) is C[NH2+][C@]1(C)CO1.

---

Entry z
ORCA calculation (wB97M-V/def2-TZVPD) on a 2-piece molecular cluster, C4H10NO overall.

Last column: natural (NBO) charge in e.
Cartesian coordinates (Å):
C -3.147 -0.375 0.005  -0.23
C -2.152 0.616 -0.250  0.21
C 2.208 0.735 -0.324  -0.41
C 0.576 -0.952 -0.080  -0.06
N 1.539 -0.224 0.672  -0.56
O -1.038 0.553 0.389  -0.57
H -4.031 -0.489 -0.455  0.19
H -3.107 -1.234 0.668  0.21
H -2.124 1.437 -0.977  0.19
H 2.667 0.210 -1.111  0.23
H 1.617 1.571 -0.736  0.26
H 2.994 1.164 0.085  0.22
H 0.592 -0.823 -1.103  0.20
H 0.123 -1.758 0.473  0.21
H 1.095 0.356 1.557  0.46
H 2.189 -0.788 1.188  0.44

As for the total charge: +1. For the HOMO-LUMO gap (alpha / beta), the calculation gives 7.86 / 9.10 eV.

---

Least stable structure: entry z

---

Entry w
ORCA calculation (wB97M-V/def2-TZVPD) on a 2-piece molecular cluster, C4H10NO overall.

Last column: natural (NBO) charge in e.
Cartesian coordinates (Å):
C -1.960 -0.546 0.534  -0.21
C -1.833 0.874 0.171  -0.21
C 2.712 0.139 0.649  -0.73
C 1.994 -0.118 -0.649  0.48
N -1.945 -0.174 -0.817  -0.51
O 0.909 -0.577 -0.618  -0.61
H -1.191 -1.182 0.873  0.26
H -2.885 -0.815 0.897  0.23
H -0.772 1.221 0.063  0.25
H 2.022 0.339 1.503  0.23
H 3.397 0.984 0.650  0.24
H 3.273 -0.851 0.752  0.26
H -2.554 1.638 0.233  0.26
H -1.169 -0.635 -1.308  0.48
H 2.748 -0.069 -1.506  0.14
H -2.747 -0.230 -1.425  0.44

As for the total charge: +1. For the HOMO-LUMO gap, the calculation gives 10.78 eV.

---

Entry x
ORCA calculation (wB97M-V/def2-TZVPD) on an isolated ion of composition C4H10NO and charge +1.

Last column: natural (NBO) charge in e.
Cartesian coordinates (Å):
C -1.659 -1.150 0.044  0.37
C 0.656 -0.322 1.124  0.04
C -2.873 -0.371 -0.234  -0.70
C 2.204 0.710 -0.823  -0.46
N 1.497 0.756 0.514  -0.56
O -0.542 -0.423 0.314  -0.43
H -1.763 -2.064 0.535  0.18
H 1.355 -1.148 1.210  0.17
H -3.382 -0.402 0.678  0.26
H -3.638 -0.676 -0.936  0.27
H -2.630 0.632 -0.368  0.24
H 3.055 1.469 -0.858  0.24
H 2.676 -0.308 -1.034  0.24
H 1.594 0.914 -1.667  0.24
H 1.060 1.678 0.413  0.44
H 2.390 0.706 1.089  0.46

As for the total charge: +1. For the HOMO-LUMO gap (alpha / beta), the calculation gives 8.61 / 7.24 eV.

---

Entry y
ORCA calculation (wB97M-V/def2-TZVPD) on an isolated ion of composition C4H10NO and charge +1.

Last column: natural (NBO) charge in e.
Cartesian coordinates (Å):
C -1.221 -2.210 0.403  -0.63
C 0.014 -1.785 -0.387  -0.23
N 0.086 -0.309 -0.680  -0.49
C -0.134 0.543 0.537  -0.33
C 0.163 2.030 0.150  0.40
O 1.290 2.341 -0.106  -0.44
H -1.082 -1.786 1.395  0.22
H -2.145 -1.863 -0.054  0.23
H -1.214 -3.288 0.529  0.27
H 0.285 -2.442 -1.182  0.25
H 0.884 -1.926 0.267  0.22
H -0.569 -0.127 -1.433  0.44
H 1.019 -0.027 -0.996  0.45
H -1.141 0.546 0.921  0.25
H 0.677 0.240 1.192  0.25
H -0.584 2.763 0.492  0.16

As for the total charge: +1. For the HOMO-LUMO gap, the calculation gives 10.67 eV. Its structure (SMILES) is CC[NH2+]CC=O.

---

Least stable structure: entry x

---

Entry w
ORCA calculation (wB97M-V/def2-TZVPD) on a 3-piece molecular cluster, C4H14O3S overall.

Last column: natural (NBO) charge in e.
Cartesian coordinates (Å):
O -1.858 1.383 0.299  -0.71
C -0.523 1.910 0.313  -0.06
C 0.690 0.743 0.210  -0.44
C 0.230 -0.141 -0.920  -0.44
C 1.524 -0.702 -1.677  -0.51
S 1.149 -1.467 -3.278  -0.04
H -1.812 0.780 -0.437  0.47
H -0.360 2.576 -0.457  0.16
H -0.565 2.378 1.257  0.20
H 0.745 0.273 1.205  0.21
H 1.712 1.207 -0.066  0.21
H -0.498 0.364 -1.680  0.19
H -0.439 -0.921 -0.638  0.24
H 2.178 0.112 -1.898  0.22
H 2.009 -1.321 -0.953  0.20
H -0.026 -2.199 -2.882  0.13
O -0.105 -2.027 1.234  -0.93
H -0.191 -2.918 1.336  0.47
H 0.798 -1.827 1.185  0.47
O -1.686 0.845 2.886  -0.95
H -1.285 0.054 3.035  0.45
H -1.687 0.899 1.925  0.48

As for the total charge: 0. For the HOMO-LUMO gap, the calculation gives 9.69 eV. Its structure (SMILES) is OCCCCS.O.O.

---

Entry x
ORCA calculation (wB97M-V/def2-TZVPD) on a 3-piece molecular cluster, C4H14O3S overall.

Last column: natural (NBO) charge in e.
Cartesian coordinates (Å):
O 0.011 0.999 2.805  -0.75
C 0.168 1.366 1.392  -0.07
C 0.651 0.030 0.747  -0.44
C 1.789 0.367 -0.239  -0.42
C 1.240 0.503 -1.686  -0.53
S 0.123 1.884 -1.929  -0.04
H -0.879 0.649 2.944  0.47
H -0.698 1.826 0.917  0.17
H 0.959 2.105 1.534  0.18
H -0.134 -0.521 0.195  0.22
H 1.009 -0.544 1.624  0.23
H 2.715 -0.190 -0.266  0.22
H 2.288 1.294 0.092  0.20
H 2.001 0.387 -2.464  0.21
H 0.647 -0.406 -1.942  0.21
H -0.311 1.511 -3.137  0.12
O -2.617 -0.162 1.297  -0.96
H -2.803 0.692 0.928  0.48
H -3.200 -0.819 0.893  0.48
O -1.136 -3.318 -1.433  -0.93
H -0.289 -3.795 -1.528  0.47
H -1.532 -3.860 -0.744  0.46

As for the total charge: 0. For the HOMO-LUMO gap, the calculation gives 9.30 eV. Its structure (SMILES) is OCCCCS.O.O.

---

Least stable structure: entry w

---

Entry w
ORCA calculation (wB97M-V/def2-TZVPD) on a single C6H9P molecule.

Last column: natural (NBO) charge in e.
Cartesian coordinates (Å):
C 1.437 -0.491 0.346  -0.18
C 0.641 -1.440 0.682  -0.50
P -1.016 -1.397 -0.023  0.75
C -1.362 0.295 0.703  -0.69
C -0.200 1.218 0.406  -0.40
C 0.700 0.433 -0.604  -0.27
C -0.239 -0.445 -1.446  -0.66
H 2.425 -0.589 0.339  0.21
H 1.013 -2.204 1.434  0.22
H -1.552 0.053 1.708  0.22
H -2.218 0.831 0.357  0.23
H -0.630 2.158 0.064  0.21
H 0.468 1.387 1.279  0.21
H 1.419 1.035 -1.157  0.22
H -1.152 0.100 -1.803  0.21
H 0.265 -0.944 -2.286  0.23

As for the total charge: 0. For the HOMO-LUMO gap, the calculation gives 10.30 eV. Its structure (SMILES) is C1=CP2CC[C@@H]1C2.

---

Entry x
ORCA calculation (wB97M-V/def2-TZVPD) on a single C6H9P molecule.

Last column: natural (NBO) charge in e.
Cartesian coordinates (Å):
C -1.430 0.294 0.275  -0.40
C 0.651 1.215 -1.414  -0.45
C 0.339 -1.285 1.490  -0.79
C -0.141 0.075 0.976  -0.21
C 0.308 -0.175 -1.745  -0.10
C -0.116 0.340 -0.487  -0.13
P 2.116 -1.336 1.650  0.38
H -2.017 -0.482 -0.149  0.22
H -1.920 1.250 0.331  0.22
H 1.718 1.241 -1.118  0.23
H 0.176 1.936 -2.058  0.22
H -0.043 -1.424 2.555  0.24
H -0.193 -2.221 1.003  0.25
H 0.052 0.851 1.663  0.23
H -0.267 -0.583 -2.489  0.18
H 2.430 -0.411 2.709  -0.07

As for the total charge: 0. For the HOMO-LUMO gap (alpha / beta), the calculation gives 7.04 / 8.45 eV.

---

Least stable structure: entry x

---

Entry w
ORCA calculation (wB97M-V/def2-TZVPD) on a 3-piece molecular cluster, C3H13N2O3 overall.

Last column: natural (NBO) charge in e.
Cartesian coordinates (Å):
N -0.740 -0.922 -0.167  -0.72
C -0.373 0.550 -0.520  -0.14
C -1.444 1.447 -1.042  -0.68
C 0.151 1.004 0.754  0.64
N 1.045 2.030 0.711  -0.76
O -0.076 0.373 1.791  -0.61
H 0.223 -1.567 -0.090  0.52
H -1.350 -1.400 -0.983  0.44
H -1.252 -0.917 0.675  0.46
H 0.475 0.480 -1.397  0.26
H -1.387 1.660 -2.093  0.25
H -1.426 2.510 -0.550  0.26
H -2.472 1.148 -1.098  0.26
H 1.377 2.325 1.553  0.41
H 1.233 2.465 -0.124  0.40
H -0.804 -3.598 1.660  0.51
H -1.813 -2.855 0.534  0.48
O -0.868 -3.194 0.829  -0.97
H 3.638 -0.269 0.472  0.50
H 2.944 -0.970 -0.755  0.47
O 2.921 -0.303 -0.161  -0.97

As for the total charge: +1. For the HOMO-LUMO gap, the calculation gives 10.62 eV.

---

Entry x
ORCA calculation (wB97M-V/def2-TZVPD) on a 3-piece molecular cluster, C3H13N2O3 overall.

Last column: natural (NBO) charge in e.
Cartesian coordinates (Å):
C 0.551 0.468 0.276  -0.20
C -0.957 0.259 0.272  -0.55
C -1.372 -0.975 1.059  0.68
N -2.353 -0.773 1.980  -0.78
O -0.904 -2.083 0.858  -0.64
N 1.200 -0.897 -0.200  -0.70
H 0.952 0.826 1.212  0.24
H 0.888 1.118 -0.528  0.24
H -1.490 1.160 0.522  0.25
H -1.403 0.025 -0.698  0.26
H -2.561 0.183 2.211  0.40
H -2.857 -1.505 2.452  0.43
H 1.645 -0.740 -1.101  0.45
H 0.423 -1.573 -0.244  0.47
H 1.880 -1.144 0.513  0.44
H 0.807 -1.673 -3.020  0.48
H -0.245 -0.791 -3.548  0.50
O 0.515 -0.745 -2.952  -0.97
H 1.760 4.461 -0.762  0.48
H 3.188 4.379 -0.055  0.49
O 2.412 3.910 -0.329  -0.97

As for the total charge: +1. For the HOMO-LUMO gap, the calculation gives 11.37 eV.

---

Least stable structure: entry w